Here is a 2-piece molecular cluster, H5NS2 overall in a non-equilibrium geometry from OMol25. Energies are from wB97M-V/def2-TZVPD.

Last column: Löwdin spin population.
CARTESIAN COORDINATES (ANGSTROEM)
N -3.17433 -0.16828 -0.08911  0.01
H -2.33096 0.31651 -0.71004  0.00
H -3.33327 0.69181 0.43149  0.00
H -4.02221 -0.15734 -0.71530  0.00
S 0.88661 0.94426 0.50161  0.49
S 1.02008 -0.91844 -0.40391  0.43
H 0.62317 1.64062 -0.65116  0.04
H 0.77663 -1.72676 0.70557  0.02

Charge ... -1
Energy above the lowest of the compared OMol25 structures with the same formula, charge and spin ... 27.89 kcal per mole
E_HOMO (spin up / spin down) ... 0.388 / -3.674 eV
E_LUMO (spin up / spin down) ... 3.8244 / 3.8685 eV
M ... 83.2 g/mol
2S+1 ... 2
Calculated total energy ... -854.06942 Ha
Strongest force on any atom ... 4.09 eV/A

***

Here is a 2-piece molecular cluster, C2H4N2P2 overall in a non-equilibrium geometry from OMol25. Energies are from wB97M-V/def2-TZVPD.

Last column: natural (NBO) charge in e.
CARTESIAN COORDINATES (ANGSTROEM)
C -1.23756 0.59564 0.47229  -0.17
C -0.70843 -0.52704 -0.14051  -0.32
N -2.52877 0.50587 0.80824  -0.22
N -3.00630 -0.70879 0.50843  -0.65
P -1.90694 -1.74921 -0.24140  0.69
P 2.63437 -0.95350 0.20750  0.10
H -0.79986 1.49515 0.57627  0.21
H -3.86624 -1.05446 1.02519  0.43
H 3.03656 0.47562 -0.05904  -0.04
H 1.92724 -1.01457 -1.11799  -0.03

Charge ... 0
Energy above the lowest of the compared OMol25 structures with the same formula, charge and spin ... 84.59 kcal per mole
E_HOMO (spin up / spin down) ... -9.344 / -8.962 eV
E_LUMO (spin up / spin down) ... -1.3063 / -1.3788 eV
M ... 118.0 g/mol
Calculated total energy ... -870.63750 Ha
Strongest force on any atom ... 3.30 eV/A

***

Here is a 2-piece molecular cluster, C5H14N2S overall in a non-equilibrium geometry from OMol25. Energies are from wB97M-V/def2-TZVPD.

Last column: Löwdin spin population.
CARTESIAN COORDINATES (ANGSTROEM)
C -0.41607 -1.33421 1.12862  0.01
C -1.04633 -2.19248 -0.02349  0.08
S -2.09145 -1.05352 -0.98407  0.75
N 0.43128 -2.18044 1.98958  0.01
H 0.16934 -0.51479 0.63007  0.00
H -1.26041 -0.91092 1.58792  0.00
H -0.28801 -2.67105 -0.64865  0.03
H -1.72072 -2.97536 0.39472  0.01
H -3.02688 -1.96794 -1.37012  0.02
H 0.92432 -1.58807 2.66891  0.00
H -0.15222 -2.79634 2.54824  0.00
C 2.19197 3.45448 0.04122  0.00
C 2.00681 1.94458 0.20566  0.01
C 0.44323 1.09384 -1.34098  0.01
N 0.60763 1.64789 -0.18916  0.06
H 3.19806 3.70837 0.44514  0.00
H 2.17370 3.80826 -0.97168  0.00
H 1.50440 4.01796 0.64375  0.00
H 2.12415 1.64997 1.25813  0.00
H 2.74245 1.43198 -0.43002  0.00
H 1.29664 0.62207 -1.89392  0.00
H -0.57170 0.97278 -1.78647  0.01

Charge ... +1
Energy above the lowest of the compared OMol25 structures with the same formula, charge and spin ... 61.37 kcal per mole
E_HOMO (spin up / spin down) ... -13.551 / -13.196 eV
E_LUMO (spin up / spin down) ... -3.8581 / -9.0468 eV
M ... 134.2 g/mol
2S+1 ... 2
Calculated total energy ... -706.21370 Ha
Strongest force on any atom ... 2.40 eV/A

***

Here is C9H24ClINP2Sn as an isolated structure in a non-equilibrium geometry from OMol25. Energies are from wB97M-V/def2-TZVPD.

Last column: natural (NBO) charge in e.
CARTESIAN COORDINATES (ANGSTROEM)
C -1.08108 -0.02137 0.42079  -0.68
I 0.51862 -0.02027 1.97570  0.73
H -1.65200 0.02675 -0.56429  0.31
H -1.14505 1.00541 0.88825  0.27
H -1.28287 -0.96364 0.92740  0.27
Sn 0.56482 0.03765 -3.02577  1.32
P 0.53092 2.50160 -1.04833  0.99
C 0.08602 3.26798 0.56090  -0.93
C 2.10196 3.38623 -1.33027  -0.94
H 1.90827 4.46611 -1.38540  0.29
H -0.17594 4.48509 -2.19631  0.29
H 2.58747 3.02487 -2.24236  0.26
H -0.50308 2.99653 -3.19402  0.25
H 0.76288 2.94007 1.34910  0.26
H 2.73339 3.14856 -0.46553  0.26
C -0.52735 3.44633 -2.19202  -0.94
H 0.15064 4.34931 0.44491  0.30
H -1.54622 3.37561 -1.80629  0.27
H -0.92016 2.98801 0.87771  0.25
P 0.45148 -2.49153 -1.03817  0.88
C -0.01552 -3.25222 0.62754  -0.89
C -0.64373 -3.47181 -2.16386  -0.92
H 2.49607 -3.11068 -2.21039  0.26
H 1.80978 -4.56354 -1.34461  0.29
H 2.63127 -3.22562 -0.41053  0.25
C 2.00586 -3.47093 -1.28825  -0.92
H -0.60374 -3.01582 -3.17324  0.24
H -0.33582 -4.53432 -2.18138  0.29
H -0.00500 -4.34969 0.58516  0.30
H -1.00798 -2.89228 0.93142  0.23
H -1.65832 -3.34604 -1.75821  0.26
H 0.70099 -2.89652 1.38056  0.24
Cl -1.15851 0.02977 -4.55575  -0.42
C -1.05835 0.06569 5.17751  -0.77
C -1.82446 -0.03360 3.96243  0.38
N -2.40018 -0.09457 2.95953  -0.38
H -1.56855 0.62824 5.98644  0.33
H -0.04963 0.54363 5.02638  0.26
H -0.87691 -0.95901 5.49322  0.29

Charge ... +3
Energy above the lowest of the compared OMol25 structures with the same formula, charge and spin ... 124.05 kcal per mole
E_HOMO (spin up / spin down) ... -19.301 / -18.897 eV
E_LUMO (spin up / spin down) ... -14.0165 / -14.2895 eV
M ... 489.3 g/mol
Calculated total energy ... -2065.67427 Ha
Strongest force on any atom ... 3.52 eV/A

***

Here is a 7-piece molecular cluster, C27H43N7O4 overall in a non-equilibrium geometry from OMol25. Energies are from wB97M-V/def2-TZVPD.

Last column: Mulliken charge in e.
CARTESIAN COORDINATES (ANGSTROEM)
C -5.62740 1.07872 1.13844  -0.84
N -4.83504 2.29521 1.04910  0.23
C -4.00673 2.41387 -0.14120  -0.71
C -5.06873 3.27247 1.95367  0.16
O -4.71476 4.44173 1.75412  -0.61
H -6.28764 1.16843 2.00107  0.34
H -4.99247 0.22973 1.39178  0.12
H -6.20380 0.96181 0.22073  0.33
H -3.49864 1.46078 -0.28805  0.22
H -4.51259 2.81138 -1.02108  0.36
H -3.26741 3.17776 0.09961  0.15
H -5.62412 2.99876 2.86406  0.30
C 0.92850 -3.03476 0.88383  -0.65
N 2.27111 -2.75456 0.47646  0.24
C 2.53667 -2.30041 -0.92593  -1.13
C 3.20263 -2.58257 1.43430  -0.01
O 4.31117 -2.12610 1.21301  -0.55
H 0.81065 -3.49578 1.86448  0.39
H 0.37974 -3.58174 0.11717  0.30
H 0.38288 -2.09152 0.91000  0.04
H 2.18610 -1.30147 -1.18538  0.29
H 3.51055 -2.60514 -1.30907  0.38
H 1.83146 -2.85112 -1.54844  0.38
H 2.87215 -2.79151 2.46354  0.33
C -0.89482 -2.06098 4.24197  -0.80
N -2.35091 -1.94083 4.00397  0.14
C -3.08599 -3.24511 3.90102  -0.96
C -3.00708 -0.74198 3.77014  0.04
O -2.42348 0.29297 3.69707  -0.56
H -0.64393 -2.29585 5.27637  0.35
H -0.24314 -1.23466 3.95806  0.28
H -0.55561 -2.93520 3.68630  0.20
H -4.15720 -3.10158 4.04248  0.32
H -2.86980 -3.73789 2.95312  0.32
H -2.73693 -3.97371 4.63273  0.37
H -4.10169 -0.85918 3.75325  0.34
C -0.03698 1.93452 -3.39461  -0.71
N 1.00177 1.12305 -3.94572  0.19
C 0.99687 0.96142 -5.42514  -1.03
C 2.01314 0.69533 -3.17399  0.56
O 3.09262 0.24063 -3.59503  -0.71
H 0.13112 2.99589 -3.57716  0.32
H -0.24361 1.80509 -2.33223  0.08
H -0.94647 1.71240 -3.95281  0.32
H 1.68125 0.15841 -5.69880  0.31
H -0.02201 0.73813 -5.74157  0.34
H 1.39207 1.84874 -5.91969  0.35
H 1.80349 0.81147 -2.09940  -0.01
C 5.39552 1.60544 -1.55571  -0.19
C 5.81167 2.74559 -0.89460  -0.52
C 6.32186 2.51947 0.34914  -0.16
N 6.50611 1.34287 0.97007  -0.64
C 6.13809 0.28818 0.32619  -0.36
C 5.54410 0.38192 -0.94370  -0.29
H 5.01318 1.73556 -2.55735  0.46
H 5.79322 3.72769 -1.34351  0.42
H 6.84637 3.33961 0.81675  0.41
H 6.21728 -0.63984 0.87292  0.54
H 5.09191 -0.45995 -1.44687  0.34
C -1.40820 -1.78245 -2.23009  -0.63
C -1.54648 -1.20867 -0.96413  0.40
C -2.79856 -1.47519 -0.28224  -0.56
N -3.71833 -2.35466 -0.78741  -0.49
C -3.50473 -3.01841 -1.96001  -0.45
C -2.34700 -2.76911 -2.69499  -0.49
H -0.56379 -1.54074 -2.85854  0.46
H -0.75680 -0.74233 -0.39375  0.21
H -2.90285 -1.13159 0.73632  0.68
H -4.12876 -3.80688 -2.35407  0.34
H -2.18636 -3.16519 -3.68682  0.41
C 1.08401 3.13248 0.30074  -0.72
C 2.16415 2.30171 0.31462  -0.11
C 2.04722 1.02449 0.87327  -0.26
N 0.89545 0.55985 1.39872  -0.03
C -0.19814 1.43523 1.35786  -0.30
C -0.14179 2.68423 0.85340  -0.75
H 1.13266 4.17342 0.01705  0.40
H 3.08986 2.44521 -0.22285  0.28
H 2.95446 0.44053 0.92135  0.45
H -1.12773 1.03334 1.73300  0.49
H -1.09419 3.19344 0.85887  0.58

SMILES string ... CN(C)C=O.CN(C)C=O.CN(C)C=O.CN(C)C=O.c1ccncc1.c1ccncc1.c1ccncc1
Charge ... 0
Energy above the lowest of the compared OMol25 structures with the same formula, charge and spin ... 20.92 kcal per mole
E_HOMO ... -9.020 eV
E_LUMO ... 0.3137 eV
M ... 529.7 g/mol
Calculated total energy ... -1738.79022 Ha
Strongest force on any atom ... 3.41 eV/A

***

Here is one molecule with the formula C5H5NO in a non-equilibrium geometry from OMol25. Energies are from wB97M-V/def2-TZVPD.

Last column: natural (NBO) charge in e.
CARTESIAN COORDINATES (ANGSTROEM)
C 1.81177 -0.08300 -0.04967  -0.66
C 0.21234 -0.10402 0.28625  -0.08
C -0.54481 -1.20983 -0.06588  0.00
N -1.75904 -0.74670 -0.00259  -0.44
C -2.01948 0.41040 0.02608  0.06
C -0.61843 1.12836 0.27158  0.46
O -0.23878 2.22922 -0.13944  -0.45
H 2.34286 0.01072 1.11931  0.22
H 2.03836 -1.20851 -0.44913  0.23
H 2.02475 0.86534 -0.66707  0.25
H -0.11195 -2.09163 -0.29451  0.21
H -3.13758 0.79965 -0.03491  0.20

SMILES string ... CC1=CN=CC1=O
Charge ... 0
Energy above the lowest of the compared OMol25 structures with the same formula, charge and spin ... 108.68 kcal per mole
E_HOMO ... -9.140 eV
E_LUMO ... -1.3153 eV
M ... 95.1 g/mol
Calculated total energy ... -323.34650 Ha
Strongest force on any atom ... 10.30 eV/A